DFT (wB97M-V/def2-TZVPD) results for 2 unconnected molecules or ions with the total composition C2H2N2O at a distorted geometry.

XYZ file:
```
7
Properties=species:S:1:pos:R:3:mulliken_charge:R:1
C 2.43 -0.37 0.46 0.15
C 1.99 -0.66 -0.78 0.64
N 2.57 0.18 1.51 -0.34
N 0.17 0.33 -0.27 -0.70
O 1.96 -1.06 -1.85 -0.27
H 0.65 1.15 0.19 0.27
H -0.09 -0.26 0.56 0.26
```

Properties
Electronic energy ... -7129.73251 eV
E_LUMO (spin up / spin down) ... -1.661 / -1.661 eV
Energy above the lowest of the compared OMol25 structures with the same formula, charge and spin ... 396.7 kJ/mol
Total charge ... 0
Orbital gap (spin up / spin down) ... 7.75 / 7.75 eV